(1)
Here is a cluster of 2 separate species, C10H16S in total in a non-equilibrium geometry from the Open Molecules 2025 dataset. Energies are from ωB97M-V with the def2-TZVPD basis set.

The geometry in XYZ format:
```
27
Properties=species:S:1:pos:R:3:forces:R:3
C 0.7912 2.2559 -3.4242 0.786 0.800 -0.937
C 1.2858 2.2329 -2.0140 -0.709 -0.239 0.593
C 2.2285 1.3039 -1.5974 -0.165 -0.281 -0.299
C 2.4911 1.0464 -0.2535 0.386 0.606 -1.475
C 1.8042 1.7803 0.6947 0.540 -0.723 0.815
C 0.9198 2.7721 0.3170 -0.522 -0.438 -0.133
C 0.6519 2.9892 -1.0271 0.531 0.725 -0.073
H 0.3575 3.2129 -3.7104 -0.438 0.046 0.352
H 0.0864 1.4598 -3.6502 -0.092 -0.050 0.164
H 1.6086 2.1893 -4.1475 0.153 -0.431 0.126
H 2.7227 0.7323 -2.3741 0.146 -0.115 0.083
H 3.3146 0.3569 -0.1016 -0.337 -0.094 0.732
H 1.9867 1.5253 1.7359 -0.173 0.334 -0.016
H 0.3129 3.2631 1.0634 0.230 0.330 0.100
H 0.0662 3.8652 -1.3073 -0.344 -0.488 -0.027
C -0.3402 -3.0449 1.3791 0.010 0.246 -0.566
C -1.6307 -3.0011 0.5500 -0.414 0.612 0.434
S -2.7294 -1.5918 0.9571 0.308 -0.136 -0.110
C -3.0218 -1.8595 2.7155 0.005 0.286 0.235
H -0.1808 -2.1228 1.9296 -0.145 0.127 0.144
H 0.5259 -3.1240 0.7215 0.028 -0.297 0.046
H -0.3579 -3.8728 2.0757 0.150 -0.161 0.130
H -1.4626 -2.8480 -0.5137 0.167 -0.153 -0.024
H -2.2197 -3.9010 0.6833 0.027 -0.253 -0.129
H -4.0155 -2.2638 2.8952 0.108 -0.212 0.052
H -2.2444 -2.4570 3.1882 -0.076 -0.274 -0.210
H -2.9507 -0.8988 3.2147 -0.161 0.232 -0.007
```
Forces are in eV/Å.

Calculated values
E_LUMO = 0.851 eV
Energy relative to the best compared isomer or geometry (same formula, charge and spin) = 54.5 kJ/mol
Gap between HOMO and LUMO = 9.2 eV

Here are the natural (NBO) charges for atoms 1 to 2, given in e: number 1, C, carries -0.63; number 2, C, carries -0.01

(2)
Here is a structure of composition C10H17AlN4S in a non-equilibrium geometry from the Open Molecules 2025 dataset. Energies are from ωB97M-V with the def2-TZVPD basis set.

The geometry in XYZ format:
```
33
Properties=species:S:1:pos:R:3:forces:R:3
Al 0.1452 -0.4684 -0.2406 -0.145 0.011 -0.022
N -1.1022 -1.9995 -0.5332 -0.643 -0.883 -1.305
N -0.4431 -3.2442 -0.7357 0.245 -0.562 -0.824
C 0.9114 -3.2331 -0.9020 -0.840 -1.196 -0.428
N 1.5791 -4.2832 -1.3214 0.125 -0.401 0.019
S 1.8671 -1.9263 -0.5819 0.664 2.142 0.639
H -1.7228 -2.2034 0.2195 -0.714 0.300 1.112
H -1.7494 -1.8030 -1.3338 0.795 -0.080 0.404
H -1.0216 -3.9872 -1.1509 0.478 0.402 0.294
H 1.2429 -5.2144 -1.5013 -0.424 -0.099 -0.025
H 2.5839 -4.1567 -1.3674 -0.097 -0.285 -0.086
C 1.1908 0.2049 2.0422 -1.144 0.697 -0.292
N -0.2590 0.1225 1.5789 0.673 -0.011 -0.264
C -1.1264 -0.5494 2.5955 0.216 0.531 -0.018
C -0.7904 1.5851 1.2358 2.937 -1.539 1.982
C -0.3278 2.0416 -0.1082 -0.409 1.583 -1.018
C -0.2117 3.4578 -0.3227 0.361 -0.652 1.693
C 0.1189 3.9007 -1.5678 -0.016 1.253 0.155
C 0.1816 3.0193 -2.6256 0.301 1.509 -2.303
C 0.1309 1.6922 -2.4986 -0.727 -2.734 2.149
C -0.1242 1.1468 -1.1724 0.214 0.635 -0.551
H 1.2737 0.7951 2.9230 -0.209 0.392 1.046
H 1.6386 0.8347 1.2958 0.937 0.016 -0.565
H 1.6948 -0.7358 2.2146 -0.179 -0.328 -0.290
H -1.1329 -0.0091 3.5599 0.247 -0.140 -0.472
H -0.7904 -1.5647 2.7599 0.224 -0.196 0.097
H -2.1511 -0.5758 2.2522 -0.289 0.024 -0.224
H -0.3400 2.1628 2.0694 -0.605 0.193 -0.577
H -1.8045 1.4186 1.4200 -1.858 0.530 -0.247
H -0.2632 4.1585 0.5471 -0.122 -0.681 -0.892
H 0.3357 4.9569 -1.7923 -0.362 -0.528 0.404
H 0.2761 3.4609 -3.6246 0.190 -0.260 0.343
H 0.1901 0.9960 -3.3334 0.174 0.359 0.068
```
Forces are in eV/Å.

Calculated values
Charge = +2
E_LUMO = -6.639 eV
Energy relative to the best compared isomer or geometry (same formula, charge and spin) = 30.0 kJ/mol
Gap between HOMO and LUMO = 8.7 eV

Here are the natural (NBO) charges for atoms 1 to 2, given in e: number 1, Al, carries 1.68; number 2, N, carries -0.70